(1)
# C3H3N3O

A cluster of 2 separate species, C3H3N3O in total at a distorted geometry (ωB97M-V/def2-TZVPD, the Open Molecules 2025 dataset).

XYZ file:
```
10
Properties=species:S:1:pos:R:3:mulliken_charge:R:1
C -1.36252 -0.10393 0.28924 0.236
C 0.77720 -1.14890 -0.03274 0.165
C -0.13337 -0.24880 -0.42171 0.435
N -2.44109 0.00380 0.62214 -0.388
N 1.40879 -2.02810 0.38932 -0.403
N 0.09016 0.55504 -1.45457 -0.439
O 0.54043 0.92818 1.78068 -0.455
H -0.35455 1.46120 -1.66284 0.270
H 1.04173 0.55492 -1.69440 0.243
H 0.43322 0.02660 2.18489 0.338
```

Its strongest force on any atom is 4.35 eV/Å. The value obtained for the frontier orbital gap (spin up / spin down) is 10.03 / 6.79 eV. The value obtained for the energy above the lowest of the compared OMol25 structures with the same formula, charge and spin is 459.26 kJ/mol. For the LUMO energy (spin up / spin down), the calculation gives -1.7 / -2.0 eV.

***

(2)
# C2H6O2

A cluster of 2 separate species, C2H6O2 in total at a distorted geometry (ωB97M-V/def2-TZVPD, the Open Molecules 2025 dataset).

XYZ file:
```
10
Properties=species:S:1:pos:R:3:mulliken_charge:R:1
C -2.86929 -1.06908 0.40173 -0.897
H -1.83917 -0.87201 0.69277 0.161
H -3.42659 -0.12838 0.47078 0.249
H -2.84783 -1.35363 -0.65757 0.227
H -3.41982 -1.78540 1.00048 0.260
O 0.89435 -0.66724 -0.26142 -0.448
C 1.55649 0.27954 0.03494 0.192
O 1.18841 1.55033 -0.24334 -0.423
H 2.59151 0.16628 0.36292 0.340
H 0.26691 1.46012 -0.56958 0.339
```

Its strongest force on any atom is 1.42 eV/Å. The value obtained for the frontier orbital gap is 11.89 eV. The SMILES is O=CO.C. The value obtained for the energy above the lowest of the compared OMol25 structures with the same formula, charge and spin is 9.11 kJ/mol. For the LUMO energy, the calculation gives 0.8 eV.

***

(3)
# C3H6O2

The molecule C3H6O2 at a distorted geometry (ωB97M-V/def2-TZVPD, the Open Molecules 2025 dataset).

XYZ file:
```
11
Properties=species:S:1:pos:R:3:mulliken_charge:R:1
O 0.84993 1.28873 1.06379 -0.478
C 0.75207 0.10033 0.45030 -0.410
C -0.49213 -0.72828 0.32309 -0.426
O -0.47584 -1.09003 -1.02034 -0.220
C -0.34883 -0.00158 -1.75751 -0.249
H 0.08559 1.75463 0.71148 0.341
H 1.56456 -0.44455 0.89386 0.387
H -0.47794 -1.63506 0.91772 0.272
H -1.38424 -0.14237 0.55197 0.346
H 1.18459 0.12720 -0.69283 0.317
H -1.09285 0.71866 -1.33016 0.121
```

Its strongest force on any atom is 4.93 eV/Å. The value obtained for the frontier orbital gap is 8.75 eV. The value obtained for the energy above the lowest of the compared OMol25 structures with the same formula, charge and spin is 555.26 kJ/mol. For the LUMO energy, the calculation gives 0.1 eV.

***

(4)
# C20H28N4O6S

The molecule C20H28N4O6S at a distorted geometry (ωB97M-V/def2-TZVPD, the Open Molecules 2025 dataset).

XYZ file:
```
59
Properties=species:S:1:pos:R:3:mulliken_charge:R:1
C -2.00898 3.82550 -4.35536 -1.477
C -1.60149 2.62700 -3.51251 -0.321
O -0.20291 2.69506 -3.32844 -0.366
C 0.41251 1.74423 -2.57930 0.260
C -0.22522 0.66445 -1.99401 -0.754
C 0.51875 -0.26186 -1.26704 -0.549
C 1.88922 -0.09592 -1.13209 -0.456
C 2.54661 0.99236 -1.69165 1.036
C 1.80738 1.92503 -2.43677 0.816
O 2.28492 3.04296 -3.03755 -0.535
C 3.64165 3.13437 -3.43976 -0.130
C 3.73794 4.29728 -4.41615 -1.411
H 4.76463 4.41539 -4.75108 0.407
H 3.09801 4.11583 -5.27529 0.337
H 3.41136 5.21288 -3.93150 0.324
H 3.95541 2.20267 -3.92487 0.300
H 4.28613 3.31050 -2.57139 0.257
O 3.88404 1.23564 -1.52626 -0.440
C 4.72334 0.22109 -1.00785 -0.489
C 4.94061 -0.92900 -1.98574 -1.053
H 4.00561 -1.44207 -2.19610 0.325
H 5.34549 -0.54897 -2.92075 0.300
H 5.64353 -1.63986 -1.56059 0.393
H 4.34125 -0.14825 -0.04892 0.345
H 5.66957 0.73754 -0.82297 0.399
H 2.41981 -0.83893 -0.56012 0.559
C -0.07832 -1.46058 -0.63239 0.181
O 0.57317 -2.46387 -0.38365 -0.797
N -1.40556 -1.38466 -0.35765 -0.100
H -1.86336 -0.48820 -0.37222 0.272
C -2.10737 -2.45647 0.32049 -1.282
C -2.13972 -2.24060 1.79459 0.837
N -3.00904 -1.49545 2.41908 -1.036
N -2.70737 -1.49701 3.72573 -0.042
C -1.64908 -2.25000 3.87784 0.430
N -1.22956 -2.74731 2.68349 0.197
C -0.11601 -3.62320 2.44861 -0.862
H -0.44549 -4.66435 2.46247 0.276
H 0.33286 -3.39373 1.48002 0.351
H 0.61823 -3.47538 3.23952 0.352
S -0.88936 -2.60298 5.39493 -0.239
C -2.06935 -1.72110 6.45157 -0.426
C -3.49049 -2.09103 6.05711 0.649
O -3.85767 -3.20339 5.79365 -0.586
O -4.27242 -1.01932 6.12384 -0.321
C -5.60519 -1.18925 5.65774 -0.647
H -6.04648 -2.09180 6.08505 0.302
H -6.15372 -0.30418 5.96920 0.234
H -5.59337 -1.27193 4.56939 0.264
H -1.91939 -0.64748 6.35430 0.315
H -1.86102 -2.04893 7.47010 0.371
H -1.58862 -3.38809 0.08361 0.437
H -3.13403 -2.49259 -0.05045 0.363
H -1.28144 0.51420 -2.14497 0.582
H -2.11452 2.65632 -2.54046 0.397
H -1.87369 1.69334 -4.02591 0.368
H -3.08319 3.81828 -4.51691 0.422
H -1.72743 4.74405 -3.84871 0.329
H -1.50118 3.79175 -5.31492 0.330
```

Its strongest force on any atom is 1.25 eV/Å. The value obtained for the frontier orbital gap is 8.79 eV. The SMILES is CCOc1cc(C(=O)NCc2nnc(SCC(=O)OC)n2C)cc(OCC)c1OCC. The value obtained for the energy above the lowest of the compared OMol25 structures with the same formula, charge and spin is 236.73 kJ/mol. For the LUMO energy, the calculation gives 0.6 eV.